Record 1
Formula: C10H10N3O3
Source: the Open Molecules 2025 dataset
Level of theory: the ωB97M-V functional and the def2-TZVPD basis

Summary:
M, g/mol: 220.21
SMILES: [H]/N=C/Cc1[nH+]ccc(C(=O)OOC#N)c1C
Energy, eV: -21131.9466
Total charge: +1
Highest occupied orbital energy, eV: -14.113
Frontier orbital gap, eV: 9.089

```
26
Properties=species:S:1:pos:R:3:forces:R:3
N -0.3202 -1.5686 2.0127 -0.1 1.7 -1.2
H -2.3523 1.1953 2.3429 0.8 -0.6 -0.4
C -1.5623 0.5454 1.9050 1.3 -1.3 -0.6
C -1.2700 -0.7184 2.5525 0.1 1.0 -1.3
C -0.8190 0.9327 0.6969 1.2 -1.7 1.7
H -1.7950 -1.0819 3.4709 0.6 0.5 -1.0
C 0.3902 -1.2798 0.8506 -0.2 1.1 -0.6
H -0.0407 -3.0813 -2.6145 -0.3 -0.1 0.3
C 1.3959 -2.3555 0.3339 -1.3 -0.2 -0.3
O 0.3960 3.7250 -0.9947 -0.1 2.2 -3.0
N -0.1058 -2.9014 -1.6053 1.3 0.3 0.5
C -1.1289 2.3157 0.0067 -0.9 -1.5 -0.4
N -1.2687 5.0788 -2.2769 0.3 0.7 -0.3
C 1.0809 -2.7063 -1.1812 0.4 0.3 -0.3
H -0.1087 -2.4632 2.4704 -0.3 0.5 -0.2
C 0.1901 -0.0124 0.1489 -1.4 0.7 1.3
O -2.1373 2.3504 -0.6238 0.8 0.4 0.2
H 2.4540 -2.0271 0.4915 -0.9 -0.3 -0.2
C 0.9576 0.4372 -1.1363 0.5 -0.9 1.0
H 1.1880 -3.3082 0.9014 0.5 0.9 -0.4
O -0.2721 3.4280 0.1797 -0.8 -1.3 2.0
H 1.9226 -0.1435 -1.2232 -1.1 0.6 0.0
H 0.3504 0.2379 -2.0554 0.4 0.4 0.8
C -0.3531 4.6313 -1.7444 0.3 -2.6 1.8
H 1.9556 -2.7404 -1.8968 -0.6 0.0 1.0
H 1.2527 1.5100 -1.0114 -0.4 -0.9 -0.4
```
Forces are in eV/Å.

***

Record 2
Formula: C10H10N3S2
Source: the Open Molecules 2025 dataset
Level of theory: the ωB97M-V functional and the def2-TZVPD basis

Summary:
M, g/mol: 236.35
SMILES: CCc1c(C#N)cnc(/N=C/SC)c1[S-]
Energy, eV: -36673.5580
Total charge: -1
Highest occupied orbital energy (alpha / beta), eV: -3.137 / -3.136
Frontier orbital gap (alpha / beta), eV: 5.798 / 5.797

```
25
Properties=species:S:1:pos:R:3:forces:R:3
S -0.1411 2.7949 0.3544 0.2 0.8 0.0
N 0.5087 -1.2407 0.1188 1.1 0.3 -0.1
H 5.5371 -1.4304 1.1048 0.1 -0.1 0.0
C -3.1175 -1.4340 0.3399 -1.1 -0.7 0.1
N -4.1314 -1.9798 0.3967 0.0 0.1 0.0
H 5.2157 -1.7960 -0.6155 0.1 -0.1 0.0
S 4.6577 0.4918 -0.0800 0.3 -0.1 -0.1
C -1.8537 -0.8272 0.2890 1.8 0.2 -0.1
C -0.4713 1.1681 0.2727 3.4 -3.1 -0.3
C 0.7815 0.0397 0.1434 -5.4 2.1 0.5
C 5.6068 -1.0617 0.0848 -0.4 0.4 0.0
H -3.7103 1.0308 0.9947 0.0 0.0 0.0
C 3.0546 -0.1633 0.1764 -0.5 0.2 0.0
C -2.9659 1.4251 0.2949 0.0 0.1 0.0
H 6.6404 -0.8310 -0.1568 0.0 0.0 0.0
H -3.8703 0.4638 -1.4222 -0.1 0.0 -0.1
H -0.8662 -2.7457 0.1693 -0.2 0.0 0.0
H -2.6904 2.4382 0.5978 0.0 -0.2 0.1
C -0.7383 -1.6691 0.1998 -1.0 -0.2 0.1
H -4.4252 2.1215 -1.1534 -0.1 0.1 -0.1
C -1.7264 0.5725 0.3149 -0.4 -0.1 0.0
C -3.5601 1.4624 -1.1148 0.0 0.0 0.1
H -2.8124 1.8267 -1.8164 0.1 0.1 -0.1
N 2.0163 0.5462 -0.0044 2.2 0.2 -0.2
H 3.0616 -1.2028 0.5114 -0.2 -0.1 0.0
```
Forces are in eV/Å.

***

Record 3
Formula: C10H10N4O3Pt
Source: the Open Molecules 2025 dataset
Level of theory: the ωB97M-V functional and the def2-TZVPD basis

Summary:
Expectation value of S²: 2.01
M, g/mol: 429.29
Multiplicity: 3
Energy, eV: -25880.7106
Total charge: 0
Highest occupied orbital energy (alpha / beta), eV: -7.863 / -7.920
Frontier orbital gap (alpha / beta), eV: 8.103 / 7.050

```
28
Properties=species:S:1:pos:R:3:forces:R:3
H 0.8585 -0.2508 -3.7208 0.0 0.0 0.0
C -0.1014 -4.5234 2.1461 0.0 0.0 0.0
O -1.6798 1.5741 -0.0947 0.1 0.0 0.0
H 1.9328 -2.6506 -4.5413 0.0 0.0 0.0
N 0.2666 2.6028 0.5959 0.0 0.0 0.0
H 1.1330 0.8251 1.1324 0.0 0.0 0.0
C -1.1579 2.5704 0.5534 0.1 0.0 0.0
C -0.1564 -3.1546 2.0791 0.0 0.0 0.0
C 0.0550 -2.4575 0.8656 0.0 0.0 0.0
H 1.6398 -4.1810 -2.5272 0.0 0.0 0.0
H 0.6168 3.1248 1.3855 0.0 0.0 0.0
N 0.9517 1.4062 0.3154 0.0 0.0 -0.1
C 0.3572 -3.2339 -0.2790 0.0 0.0 0.0
Pt -0.4737 0.1177 -0.8172 -0.1 -0.2 0.0
O -1.7534 3.4803 1.0798 0.0 0.0 0.0
C 0.6813 -2.6015 -1.5445 0.0 0.0 0.0
N 1.3054 -3.2352 -2.5647 0.0 0.0 0.0
H 1.8074 1.5999 -0.1882 0.0 0.0 0.0
N 0.4485 -1.3483 -1.9197 0.1 0.1 -0.1
H 0.5602 -5.2310 -1.0742 0.0 0.0 0.0
H 0.1780 -6.3670 1.0479 0.0 0.0 0.0
C 0.1623 -5.2873 1.0024 0.0 0.0 0.0
H -0.3776 -2.5576 2.9541 0.0 0.0 0.0
C 0.3851 -4.6352 -0.1848 0.0 0.0 0.0
H -0.2792 -5.0170 3.0934 0.0 0.0 0.0
O -0.0170 -1.1557 0.8843 0.0 0.1 0.1
C 1.4645 -2.3623 -3.6185 0.1 0.0 0.0
C 0.9376 -1.1894 -3.2031 -0.1 -0.1 0.0
```
Forces are in eV/Å.

***

Computed energy above the lowest of the compared OMol25 structures with the same formula, charge and spin, in the same sequence as the records: 31.3; 0.0; 0.0 kcal/mol.